No. 1
ORCA calculation (ωB97M-V/def2-TZVPD) on a structure of composition C22H24F6N5PPt in a non-equilibrium geometry.

```
! wB97M-V def2-TZVPD RIJCOSX def2/J DEFGRID3
* xyz 3 2
C 1.0978 1.9509 2.7269
H -1.2248 -2.0781 0.2535
H -1.1447 -1.6282 -4.0311
C 0.1509 0.3364 0.7098
H 1.8484 3.1800 1.1128
Pt 0.7114 2.1496 -1.3907
F -0.3149 5.4816 -3.9983
C -0.2446 -0.1032 -2.8848
H 0.6264 -1.2682 5.7797
C -2.3244 -3.7397 -3.4695
H -2.9489 -3.0182 -3.9999
C 3.7483 1.7927 -2.2158
N 0.8561 1.4757 0.4445
C 5.9075 2.8275 -2.5164
C -1.3080 -2.0443 -1.9100
C 1.3050 2.2880 1.4084
H -1.9020 1.2175 4.5342
F -0.5534 5.0877 -1.5333
H -4.0358 -2.3975 -1.7656
H -1.7765 -5.3867 -1.4305
C 5.5247 0.4461 -3.1142
H -1.1345 -4.2627 -0.2442
H 0.4456 1.0634 6.5040
C -3.4243 -3.1652 -1.2898
C -1.4018 0.2616 4.6950
C -0.9224 -1.2929 -3.0280
F 0.6340 3.6728 -2.7413
C 0.3969 0.7881 3.0731
P -0.9208 4.6068 -2.9418
H 1.8642 -0.9453 4.5634
F -2.3525 5.1360 -2.8558
H -2.8598 -4.6878 -3.4783
C 0.6809 1.4042 5.4969
C -0.2842 -0.3502 -0.5147
H -3.9653 -4.1094 -1.3388
C -1.2500 -4.4402 -1.3142
H 1.7672 1.4949 5.4348
H -1.5941 -0.0543 5.7195
C 0.1228 0.3872 4.5033
C -0.0645 -0.0196 2.0134
H 0.0676 0.5009 -3.7298
F -1.0858 2.5242 -0.9539
C -2.0750 -3.3410 -2.0162
N 6.5793 3.7647 -2.4155
H -1.8519 -0.4811 4.0347
H 0.2301 2.3918 5.3819
C 0.7884 -0.9853 4.7403
N 5.8423 -0.6042 -3.4802
H 0.3624 -1.7724 4.1163
C 5.0968 1.6920 -2.6325
H 1.4897 2.6125 3.4862
H -0.6100 -0.9296 2.2232
C -0.9575 -1.5349 -0.6429
H -0.2593 -4.5467 -1.7589
F -1.3735 3.2573 -3.5267
H -1.3961 -3.8888 -4.0249
N 0.0670 0.3190 -1.6541
H -3.3034 -2.9093 -0.2360
N 2.6529 1.8741 -1.8772
*
```

Computed properties:
- Gap between HOMO and LUMO (alpha / beta): 6.003 / 5.999 eV
- HOMO energy (alpha / beta): -19.1 / -19.1 eV
- Energy above the lowest of the compared OMol25 structures with the same formula, charge and spin: 1.217 eV

No. 2
ORCA calculation (ωB97M-V/def2-TZVPD) on the molecule C22H24FN3O2 in a non-equilibrium geometry.

```
! wB97M-V def2-TZVPD RIJCOSX def2/J DEFGRID3
* xyz 0 1
C 0.5017 -2.1252 -0.2689
C -3.9629 0.0121 0.4862
H 1.0053 2.3160 2.2050
H -1.1468 -3.4290 -0.5248
H 6.2293 -0.3944 -2.0925
N 1.5404 -0.9365 1.2870
C -5.4666 0.6819 -1.2938
H -1.3453 -2.4281 1.9013
F 7.4347 0.9711 -0.2599
C -0.3919 -2.9363 -1.1310
H -0.4375 -1.2602 2.8882
H -2.7808 -1.7616 0.3387
H -0.8892 -2.3044 -1.8665
C 1.8675 1.9357 -1.0309
C 0.3650 -1.5569 0.9695
H 3.6601 0.2530 2.0775
H -4.3315 -0.1015 1.5120
N -1.7857 -0.4355 1.5650
H -0.9112 1.0646 2.6791
C 4.2356 0.1209 1.1760
H 3.9420 -1.3462 -1.8653
C 4.3871 -0.7892 -1.0556
C 2.3280 -1.1191 0.2675
H -4.6074 2.7109 -1.1332
C 0.7413 1.2206 -1.3977
C 0.9529 2.0218 1.1681
H 5.9615 1.2118 1.8501
H -6.3701 1.0637 -0.8181
C -4.3152 1.6618 -1.0734
H 0.1930 -3.6843 -1.6630
H 0.6073 0.8704 -2.4146
H -5.7531 -1.1229 -0.0872
C 1.9653 2.3528 0.2879
C 5.6565 -0.2620 -1.1882
H 2.6426 2.1556 -1.7486
O -3.8850 1.4120 0.2447
H -2.0936 -0.3642 -0.5353
C 5.5033 0.6505 1.0511
C 3.6687 -0.6011 0.1247
C -0.1395 1.2876 0.7072
C -2.5940 -0.6865 0.3856
H -4.4235 -1.2134 -1.2489
C -1.2586 0.9134 1.6531
C -0.8171 -1.4702 1.8843
O 1.7538 -1.8456 -0.7146
C -4.9523 -0.5567 -0.5573
H 2.8246 2.9166 0.6220
H -2.0983 1.5893 1.4674
H -3.5008 1.4729 -1.7881
H -5.6678 0.4987 -2.3466
C 6.1956 0.4515 -0.1320
N -0.2369 0.9140 -0.5635
*
```

Computed properties:
- Gap between HOMO and LUMO: 8.502 eV
- HOMO energy: -7.8 eV
- Energy above the lowest of the compared OMol25 structures with the same formula, charge and spin: 1.922 eV

No. 3
ORCA calculation (ωB97M-V/def2-TZVPD) on a structure of composition C22H24FN3O3.

```
! wB97M-V def2-TZVPD RIJCOSX def2/J DEFGRID3
* xyz 0 1
H -2.0068 -4.6540 -3.2927
C 0.2892 3.1424 0.3084
H -1.4563 1.7862 -2.9804
H 0.3149 4.1686 0.6836
H -2.0883 -1.5874 6.1178
H -2.6402 -4.9450 -1.6712
C -0.6205 -4.0641 -1.7398
H 0.2281 3.3948 -3.6347
C -0.8692 -1.6154 2.9811
C 1.4306 1.1734 2.7767
H -2.9111 -2.5668 -1.2593
C -0.0132 -0.5147 3.0368
C 1.6946 2.5779 0.0616
H 1.0860 -0.1969 1.1101
H 2.2375 0.8996 -1.2921
O 3.2607 2.5197 3.3106
C -1.4026 -1.9717 -2.6338
C 1.3572 1.4032 -0.9005
H 0.0331 -4.9172 -1.9192
H -2.2632 -2.8557 3.9868
H 3.4386 3.1732 1.0382
H -3.4454 -2.6686 -2.9336
C -0.1503 -2.7940 -2.4531
H 1.3727 2.0468 -3.7855
N 2.6394 2.5664 1.1463
H -2.4698 -0.2340 -3.1110
C -0.3111 0.1406 -3.3031
H 1.9799 4.4653 -1.1750
H 0.2541 -3.0260 -3.4431
C 2.0770 3.3800 -1.2102
C 0.5220 2.4280 -3.2239
H 0.5794 0.7006 -0.6122
O -0.2267 3.1079 -1.0323
C -0.6762 -0.1770 5.3828
C -2.0414 -4.2620 -2.2727
C 0.8944 2.5768 -1.7779
N -0.5746 1.4884 -3.3667
C -1.6080 -1.9995 4.0656
H -0.6565 -3.8933 -0.6604
O 0.8202 -0.2988 -3.4487
H 0.6417 -2.2501 -1.9420
H 3.0370 3.0658 -1.6173
N 0.9535 1.2122 4.0663
C -2.5930 -2.8313 -2.2739
H 1.3336 1.8274 4.7656
C 2.5007 2.1396 2.4332
C 0.8659 0.1244 2.1100
C 0.0647 0.1900 4.2540
H -0.6021 0.3754 6.3097
F -0.9644 -2.2990 1.8215
H -0.3213 2.5208 0.9644
C -1.5011 -1.2713 5.2660
C -1.4934 -0.7017 -3.0307
*
```

Computed properties:
- Gap between HOMO and LUMO: 8.947 eV
- HOMO energy: -8.4 eV
- Energy above the lowest of the compared OMol25 structures with the same formula, charge and spin: 2.115 eV